Below is a structure of composition C22H19Cl5IrN4OS2 in a non-equilibrium geometry, with properties calculated with ωB97M-V with the def2-TZVPD basis set.

Element x y z (Å)
Ir (0.1333, 0.0691, 0.2455)
C (-1.8190, -0.4760, 5.6223)
S (-1.6719, 1.0766, 4.7718)
C (-0.9495, 0.7386, 3.2542)
S (-1.1062, -0.7760, 2.4597)
N (-0.4342, 1.8492, 2.7074)
N (0.0735, 1.7521, 1.5603)
C (0.5261, 3.0055, 1.0304)
C (1.4494, 2.9039, 0.0214)
C (2.0511, 4.0223, -0.5891)
C (3.0393, 3.8203, -1.5227)
C (3.4267, 2.5178, -1.8307)
C (2.7728, 1.4569, -1.2180)
N (1.7953, 1.6224, -0.3348)
H (-2.6588, -0.3760, 6.3094)
H (-0.8953, -0.6308, 6.1875)
H (-1.9816, -1.2890, 4.9178)
H (0.1656, 3.9269, 1.4580)
H (1.7304, 5.0178, -0.3027)
H (3.5205, 4.6613, -2.0030)
H (4.2154, 2.3187, -2.5433)
H (3.0489, 0.4354, -1.4597)
O (1.7177, -1.0925, 1.4887)
C (1.6571, -2.5447, 1.5931)
C (2.1770, -3.2275, 0.3491)
C (1.5830, -2.6323, -0.9327)
C (0.0845, -2.7432, -0.9840)
C (-0.5215, -3.8885, -1.4724)
C (-1.9005, -4.0055, -1.4708)
C (-2.6689, -2.9567, -0.9781)
C (-2.0280, -1.8347, -0.5130)
N (-0.6758, -1.7281, -0.5051)
H (2.6387, -0.8103, 1.4301)
H (0.6077, -2.7800, 1.7485)
H (2.2029, -2.8612, 2.4773)
H (1.9368, -4.2906, 0.4338)
H (3.2658, -3.1502, 0.2969)
H (2.0099, -3.1308, -1.8013)
H (1.8677, -1.5838, -0.9987)
H (0.1042, -4.6831, -1.8672)
H (-2.3752, -4.9017, -1.8570)
H (-3.7522, -2.9990, -0.9634)
H (-2.5855, -0.9831, -0.1421)
Cl (-3.0602, 1.4783, 0.8527)
C (-2.3021, 1.7047, -0.7002)
C (-1.1216, 1.0418, -1.0167)
C (-0.7061, 1.0962, -2.3361)
Cl (0.6827, 0.1417, -2.7992)
C (-1.3465, 1.8726, -3.2946)
Cl (-0.7447, 1.9514, -4.8928)
C (-2.4820, 2.5878, -2.9350)
Cl (-3.2756, 3.5684, -4.0847)
C (-2.9817, 2.4737, -1.6444)
Cl (-4.4391, 3.2638, -1.2227)

Summary:
lowest unoccupied orbital energy (alpha / beta): -5.47 / -9.63 eV
HOMO energy (alpha / beta): -12.8 / -13.9 eV
relative energy (zero: lowest compared OMol25 entry of this formula, charge and spin): 48.4 kJ/mol
strongest force on any atom: 1.123 eV Å⁻¹
total charge: +2
expectation value of S²: 8.81
2S+1: 6

Löwdin atomic charge list, values in e, 5 entries: atom 1 (Ir): 1.2790, atom 2 (C): -0.3273, atom 3 (S): 1.1153, atom 4 (C): -1.0361, atom 5 (S): 0.8367



Below is a cluster of 3 separate species, C22H19F3O8 in total in a non-equilibrium geometry, with properties calculated with ωB97M-V with the def2-TZVPD basis set.

Element x y z (Å)
C (0.8408, -4.6982, -0.4313)
C (1.3266, -3.4669, 0.5895)
C (1.6444, -2.1835, -0.4103)
C (0.5918, -1.1872, -0.7915)
C (-0.9404, -1.2939, -0.2199)
C (-2.0083, -0.2423, -0.8834)
O (-3.1077, -0.9590, -1.6092)
C (-4.0615, -1.5485, -0.6563)
C (-4.5040, -3.0199, -1.3158)
F (-5.9350, -3.2074, -0.9480)
F (-4.2761, -2.9161, -2.7809)
F (-3.6681, -4.1475, -0.7987)
C (1.3279, -0.1432, -1.8187)
O (0.7889, 0.6760, -2.7367)
O (2.7902, -0.3438, -1.5461)
C (3.0710, -1.7542, -1.1467)
O (4.1755, -2.4933, -1.2786)
H (-0.1297, -4.3281, -1.0174)
H (1.6899, -4.7874, -1.2621)
H (0.6697, -5.7129, 0.1348)
H (2.3057, -3.8234, 1.1252)
H (0.4226, -3.2603, 1.3124)
H (-0.9603, -1.1727, 0.9509)
H (-1.3276, -2.3837, -0.5018)
H (-2.5461, 0.3131, 0.0260)
H (-1.5383, 0.5901, -1.5578)
H (-3.6124, -1.8078, 0.3971)
H (-4.9902, -0.8464, -0.4589)
O (0.1250, 5.4535, -5.5381)
C (0.5569, 5.4297, -4.3938)
C (0.6743, 6.6638, -3.5924)
C (1.1483, 6.6371, -2.3430)
C (1.5732, 5.3727, -1.7100)
O (2.0050, 5.3488, -0.5657)
C (1.4557, 4.1385, -2.5114)
C (0.9817, 4.1653, -3.7608)
H (0.3579, 7.5831, -4.0705)
H (1.2416, 7.5332, -1.7418)
H (1.7721, 3.2192, -2.0333)
H (0.8884, 3.2691, -4.3620)
O (1.7720, 1.2355, 6.5360)
C (1.3080, 0.4880, 5.6861)
C (1.0517, -0.9368, 5.9752)
C (0.5468, -1.7533, 5.0453)
C (0.2221, -1.2656, 3.6901)
O (-0.2420, -2.0132, 2.8402)
C (0.4783, 0.1592, 3.4010)
C (0.9833, 0.9756, 4.3309)
H (1.2944, -1.2791, 6.9740)
H (0.3535, -2.8010, 5.2406)
H (0.2356, 0.5015, 2.4021)
H (1.1766, 2.0233, 4.1356)

Summary:
lowest unoccupied orbital energy: -2.24 eV
HOMO energy: -10.2 eV
strongest force on any atom: 9.493 eV Å⁻¹
structure (SMILES): CCC1=C(CCOCC(F)(F)F)C(=O)OC1=O.O=C1C=CC(=O)C=C1.O=C1C=CC(=O)C=C1
2S+1: 1

natural (NBO) atomic charge list, values in e, 5 entries: atom 1 (C): -0.6241, atom 2 (C): -0.4651, atom 3 (C): -0.0274, atom 4 (C): -0.0957, atom 5 (C): -0.5101



Below is a structure of composition C22H19N4O2PdS, with properties calculated with ωB97M-V with the def2-TZVPD basis set.

Element x y z (Å)
Pd (-0.8405, 0.3595, 2.0493)
N (-0.7330, 0.5620, 6.3655)
C (-0.8731, 0.6790, 5.0096)
S (-0.4484, -0.7065, 4.0525)
N (-1.2965, 1.8296, 4.5660)
N (-1.3658, 1.8508, 3.1959)
C (-1.8704, 2.8677, 2.6051)
C (-1.9597, 2.8247, 1.1502)
C (-2.5867, 3.8296, 0.4622)
C (-2.6791, 3.6737, -0.9466)
C (-2.1113, 2.6052, -1.5526)
C (-1.3592, 1.6128, -0.8043)
N (-1.4165, 1.7254, 0.5807)
H (-0.6758, -0.3698, 6.7343)
H (-1.2066, 1.2526, 6.9226)
H (-2.2288, 3.7091, 3.1877)
H (-2.9974, 4.6832, 0.9817)
H (-3.1848, 4.4243, -1.5431)
H (-2.1348, 2.5263, -2.6286)
H (0.1273, 0.1767, -0.6688)
C (-0.1734, -3.3001, -0.2539)
C (0.3302, -2.0605, 0.4640)
O (-0.5905, -1.3190, 0.8659)
C (1.7388, -1.8575, 0.6246)
C (2.6081, -2.9508, 0.3605)
C (3.9611, -2.8789, 0.5132)
C (4.5287, -1.6497, 0.9391)
C (3.7524, -0.5640, 1.1819)
C (2.3072, -0.5806, 1.0293)
O (1.6540, 0.4701, 1.1832)
H (-1.2283, -3.1500, -0.4678)
H (-0.0662, -4.1798, 0.3847)
H (0.3668, -3.4792, -1.1820)
H (2.1777, -3.8925, 0.0445)
H (4.5882, -3.7385, 0.3169)
H (5.6043, -1.5771, 1.0664)
H (4.1803, 0.3804, 1.4958)
C (-0.5629, 0.6478, -1.3568)
C (-0.4775, 0.2026, -2.7316)
C (-1.5165, 0.2705, -3.6770)
C (-1.3559, -0.2084, -4.9687)
C (-0.1645, -0.7963, -5.3705)
C (0.8643, -0.9117, -4.4401)
C (0.7102, -0.4274, -3.1548)
H (-2.4823, 0.6593, -3.3820)
H (-2.1845, -0.1389, -5.6651)
H (-0.0453, -1.1730, -6.3787)
H (1.7982, -1.3851, -4.7214)
H (1.5187, -0.5276, -2.4389)

Summary:
lowest unoccupied orbital energy: 2.68 eV
HOMO energy: -3.2 eV
relative energy (zero: lowest compared OMol25 entry of this formula, charge and spin): 0.0 kJ/mol
strongest force on any atom: 0.254 eV Å⁻¹
total charge: -1
2S+1: 1

natural (NBO) atomic charge list, values in e, 5 entries: atom 1 (Pd): 0.8557, atom 2 (N): -0.8041, atom 3 (C): 0.2763, atom 4 (S): -0.2194, atom 5 (N): -0.4433



Below is a structure of composition C22H20Co2NO6 in a non-equilibrium geometry, with properties calculated with ωB97M-V with the def2-TZVPD basis set.

Element x y z (Å)
C (-2.8784, -1.7301, 1.8992)
C (-1.8782, -1.9938, 0.7610)
C (-0.6268, -1.1009, 0.7437)
N (-0.7651, 0.2142, 1.3722)
C (0.3098, 1.0190, 1.2687)
C (1.3125, 0.7634, 0.2355)
C (0.3286, 2.2311, 2.1058)
C (0.4229, 3.5139, 1.5149)
C (0.2803, 4.6655, 2.2992)
C (0.2916, 4.5651, 3.6970)
C (0.2454, 3.3028, 4.3063)
C (0.3462, 2.1516, 3.5235)
C (-1.8269, 0.5040, 2.3459)
C (-3.1242, -0.2416, 2.0380)
H (-3.8302, -2.2140, 1.6591)
H (-2.4932, -2.1349, 2.8508)
H (-1.5395, -3.0382, 0.8205)
H (-2.4064, -1.8849, -0.2061)
H (0.2099, -1.6763, 1.2013)
H (-0.3756, -0.9571, -0.3241)
H (2.1980, 1.4301, 0.5350)
H (1.5578, -0.3103, 0.0699)
H (0.4698, 3.5487, 0.4247)
H (0.3112, 5.6319, 1.7816)
H (0.1827, 5.4899, 4.2802)
H (0.2687, 3.2439, 5.4011)
H (0.3292, 1.1809, 4.0311)
H (-1.4785, 0.2721, 3.3764)
H (-2.0300, 1.5901, 2.3147)
H (-3.5640, 0.1888, 1.1243)
H (-3.8044, -0.0145, 2.8633)
O (-2.7063, 2.5298, -4.4500)
C (-1.9099, 1.8470, -4.9189)
Co (-0.6186, 0.7483, -5.6007)
C (-1.3619, -0.7248, -4.8712)
O (-1.7770, -1.6410, -4.3575)
C (-1.2300, 1.0769, -7.2654)
O (-1.5434, 1.2379, -8.3590)
C (0.4323, 1.4603, -3.8131)
C (0.9305, 0.7994, -2.7245)
C (1.4354, 1.2560, -1.4039)
Co (1.7188, 0.2017, -4.2743)
C (1.4270, -1.3911, -3.6553)
O (1.2097, -2.4583, -3.2255)
C (3.4369, 0.1768, -4.7940)
O (4.5469, 0.0782, -5.0981)
C (1.0225, -0.1258, -6.0694)
O (1.3654, -0.6136, -7.1056)
H (0.3617, 2.5751, -3.7508)
H (2.5808, 1.2419, -1.3834)
H (1.1058, 2.2984, -1.1667)

Summary:
lowest unoccupied orbital energy: 1.82 eV
HOMO energy: -1.8 eV
relative energy (zero: lowest compared OMol25 entry of this formula, charge and spin): 421.3 kJ/mol
strongest force on any atom: 4.021 eV Å⁻¹
total charge: -1
2S+1: 1

natural (NBO) atomic charge list, values in e, 5 entries: atom 1 (C): -0.3983, atom 2 (C): -0.4062, atom 3 (C): -0.2191, atom 4 (N): -0.4054, atom 5 (C): 0.0947